1.
Here is 2 unconnected molecules or ions with the total composition C3H5NO3 from the OMol25 dataset. Energies are from ωB97M-V with the def2-TZVPD basis set.

Each line ends with the Mulliken charge.
Positions of all 12 atoms, in Å:
N -1.63865 -0.79926 0.14885  -0.59
C -0.59314 -0.20906 0.82017  0.81
O 0.05942 -0.75227 1.69241  -0.55
C -0.26156 1.23440 0.72328  -0.45
O 1.90506 0.75317 -0.33060  -0.47
C 1.61818 -0.18174 -1.15464  0.24
O 0.53523 -0.75273 -1.23208  -0.53
H -1.78403 -0.46122 -0.79419  0.29
H -1.58953 -1.81987 0.17537  0.29
H -1.11136 1.87992 0.47820  0.29
H 0.49087 1.67271 1.37362  0.30
H 2.36951 -0.56405 -1.90040  0.36

Properties
* HOMO level (alpha / beta): -0.3728 / -0.3667 hartree
* maximum force: 1.222 eV Å⁻¹
* energy above the lowest of the compared OMol25 structures with the same formula, charge and spin: 107.6 kcal/mol
* gap between HOMO and LUMO (alpha / beta): 8.0 / 6.9 eV

2.
Here is C3H5NO3 in the gas phase from the OMol25 dataset. Energies are from ωB97M-V with the def2-TZVPD basis set.

Each line ends with the Mulliken charge.
Positions of all 12 atoms, in Å:
C -1.95299 0.24498 0.00953  -0.62
C 0.98257 -1.12901 -0.13174  0.02
C 1.91870 0.05743 0.12158  0.57
H -2.26157 -0.07767 1.03780  0.29
H -2.24498 -0.22838 -0.84070  0.32
H -2.21076 1.34364 0.13979  0.27
H 1.53729 -2.05352 -0.11493  0.40
H 0.42761 1.43984 -0.05301  0.47
N -0.30151 -1.09939 -0.24130  -0.46
O -0.51366 0.25798 0.22233  -0.26
O 1.47973 1.42673 -0.30583  -0.51
O 3.13956 -0.18262 0.15648  -0.49

Properties
* HOMO level: -0.3918 hartree
* SMILES string: CO/N=C\C(=O)O
* maximum force: 7.875 eV Å⁻¹
* energy above the lowest of the compared OMol25 structures with the same formula, charge and spin: 125.9 kcal/mol
* gap between HOMO and LUMO: 10.1 eV